Entry from the OMol25 dataset: a structure of composition C48H41GeNO5S3Ti (the ωB97M-V functional and the def2-TZVPD basis).

Geometry as XYZ:
```
100
Properties=species:S:1:pos:R:3:lowdin_charge:R:1
Ti -0.19595 0.06499 0.76832 1.0187
C -2.74745 2.97718 -0.85489 -0.0471
C -1.83612 2.10963 -1.67485 -0.2772
C -2.13023 0.77079 -1.89376 -0.0283
C -1.26976 -0.04657 -2.62913 -0.2759
C -1.57324 -1.50458 -2.79406 -0.0562
C -0.10038 0.50170 -3.13010 -0.0407
C 0.23668 1.83364 -2.90324 -0.2719
C 1.56394 2.37435 -3.35288 -0.0568
C -0.64455 2.62280 -2.18234 -0.0254
H -3.65578 2.44164 -0.57241 0.0758
H -3.02746 3.88203 -1.40351 0.0738
H -2.24196 3.26882 0.06820 0.0642
H -3.03683 0.35968 -1.46115 0.1149
H -1.54581 -1.97792 -1.80582 0.0552
H -0.83726 -1.99074 -3.43931 0.0723
H -2.56947 -1.66371 -3.21840 0.0734
H 0.59556 -0.13735 -3.66391 0.0802
H 2.28585 2.34502 -2.53024 0.0768
H 1.47941 3.41144 -3.68926 0.0703
H 1.98043 1.77338 -4.16471 0.0671
H -0.38083 3.65559 -1.96590 0.1192
O -0.09160 3.68362 2.63163 0.0164
C -0.07841 2.31505 2.38314 -0.4903
O -0.38870 1.95828 1.11237 -0.2043
C 0.19141 1.35100 3.28860 -0.2663
C 0.51034 1.40376 4.69553 -0.1073
C 0.63834 0.20484 5.36868 -0.1877
C 0.47871 -1.05210 4.77442 -0.1107
C 0.13667 -1.10512 3.38590 -0.2699
N 0.11831 0.08407 2.65547 -0.0211
C -0.20164 -2.18912 2.64047 -0.4040
O -0.16554 -3.50337 3.05215 0.0325
O -0.42203 -2.03494 1.26288 -0.2684
H -0.08625 4.08188 1.75391 0.0826
H 0.61484 2.36141 5.18986 0.0703
H 0.87750 0.23817 6.43134 0.0786
H 0.52163 -1.96953 5.34628 0.0737
H 0.69921 -3.86467 2.81007 0.0881
O 1.42849 -0.41493 -0.24270 -0.2633
C 2.72824 -0.62220 0.15607 -0.5945
C 2.91737 -2.10923 0.48109 -0.4594
C 2.04165 -3.08707 0.11991 -0.1201
C 2.52996 -4.39799 0.37388 -0.1863
C 3.78471 -4.39640 0.90095 -0.4374
S 4.37557 -2.79881 1.10305 0.9996
C 3.64148 -0.34292 -1.04116 -0.4389
C 4.88197 0.21893 -1.10086 -0.1242
C 5.45024 0.17115 -2.40668 -0.2030
C 4.62971 -0.43892 -3.30648 -0.4351
S 3.15791 -0.93363 -2.58206 1.0684
C 3.10471 0.30929 1.29609 -0.4671
C 3.00317 1.67170 1.21703 -0.1318
C 3.28276 2.32483 2.44152 -0.1859
C 3.58731 1.44428 3.43635 -0.4108
S 3.52009 -0.17338 2.89320 1.0373
H 1.06912 -2.84798 -0.28694 0.1138
H 1.96115 -5.30007 0.18505 0.0974
H 4.38197 -5.24003 1.21448 0.0482
H 5.36052 0.65362 -0.23284 0.1138
H 6.42281 0.57463 -2.66197 0.0870
H 4.79922 -0.59234 -4.36285 0.0500
H 2.66894 2.16953 0.31454 0.1217
H 3.18841 3.39184 2.59513 0.0978
H 3.77116 1.65139 4.47874 0.0593
C -1.60650 -1.23389 0.82986 -0.3370
Ge -3.19270 -1.44772 1.87041 0.9847
C -4.05169 0.31551 2.15657 -0.2390
C -5.43771 0.47507 2.10418 -0.1090
C -6.03314 1.70265 2.36598 -0.1186
C -5.24614 2.79930 2.69815 -0.1197
C -3.86795 2.65490 2.77035 -0.0829
C -3.27825 1.42513 2.49872 -0.0926
C -3.11698 -2.23866 3.67551 -0.2518
C -3.27238 -3.60482 3.90851 -0.1267
C -3.24158 -4.12210 5.19718 -0.1135
C -3.04948 -3.27740 6.28203 -0.1224
C -2.86903 -1.91790 6.06506 -0.0977
C -2.89885 -1.40709 4.77549 -0.0943
C -4.59464 -2.50681 0.92895 -0.2562
C -4.54679 -2.63656 -0.45862 -0.1002
C -5.53988 -3.31279 -1.15756 -0.1068
C -6.60661 -3.88258 -0.47564 -0.1273
C -6.66909 -3.77289 0.90736 -0.1127
C -5.67119 -3.09347 1.59659 -0.1286
H -6.06619 -0.36851 1.83541 0.0832
H -7.11256 1.80477 2.31145 0.0850
H -5.70741 3.75973 2.90506 0.0852
H -3.23724 3.49568 3.03930 0.1025
H -2.20152 1.33345 2.57996 0.0747
H -3.41335 -4.27837 3.06859 0.0993
H -3.35487 -5.19036 5.35290 0.0863
H -3.01519 -3.67976 7.28930 0.0830
H -2.67501 -1.25265 6.89931 0.0956
H -2.72473 -0.34614 4.62390 0.1025
H -3.70729 -2.20245 -0.98836 0.0644
H -5.47941 -3.39802 -2.23806 0.0899
H -7.38327 -4.41235 -1.01724 0.0848
H -7.49616 -4.21936 1.45016 0.0885
H -5.72855 -3.01987 2.67864 0.0965
```

Kohn-Sham gap (eV): 3.09
Spin multiplicity: 1
Charge: -2
Relative energy (zero: lowest compared OMol25 entry of this formula, charge and spin) (kcal/mol): 32.9
E_HOMO (eV): 0.83